1.
ORCA calculation (the ωB97M-V functional and the def2-TZVPD basis) on C39H43BClIrN4O2PS as an isolated structure.

Structure (XYZ):
```
93
Properties=species:S:1:pos:R:3:mulliken_spin:R:1
Ir -0.8029 -0.1100 -0.1517 0.50
N -0.6540 -0.2478 2.3578 -0.02
C 0.6120 -0.4357 3.0098 0.00
C 0.6911 -0.5474 4.3924 0.00
C 1.9188 -0.7264 5.0054 0.00
C 3.0783 -0.7565 4.2475 0.00
C 3.0107 -0.6286 2.8721 0.00
C 1.7756 -0.4977 2.2410 0.00
P 1.5854 -0.4506 0.4270 -0.04
C 3.2395 -0.0293 -0.2196 0.00
C 3.5197 1.2285 -0.7406 0.00
C 4.7997 1.5265 -1.1797 0.00
C 5.8010 0.5708 -1.1090 0.00
C 5.5165 -0.6950 -0.6192 0.00
C 4.2416 -1.0024 -0.1810 0.00
C 1.4885 -2.1968 -0.0937 0.00
C 1.4484 -3.2694 0.7924 0.03
C 1.3609 -4.5598 0.2988 0.00
C 1.2876 -4.7858 -1.0678 0.01
C 1.3240 -3.7174 -1.9533 -0.01
C 1.4234 -2.4267 -1.4723 0.03
H -1.0602 0.6336 2.6718 0.00
H -1.3163 -0.9742 2.6419 -0.01
H -0.2134 -0.5234 4.9832 0.00
H 1.9759 -0.8373 6.0758 0.00
H 4.0348 -0.9012 4.7246 0.00
H 3.9158 -0.6457 2.2844 0.00
H 2.7334 1.9659 -0.8125 0.00
H 5.0212 2.5048 -1.5780 0.00
H 6.7998 0.8043 -1.4453 0.00
H 6.2879 -1.4498 -0.5750 0.00
H 4.0254 -1.9941 0.1921 0.00
H 1.4937 -3.0924 1.8584 0.00
H 1.3488 -5.3944 0.9807 0.00
H 1.2014 -5.7943 -1.4422 0.00
H 1.2715 -3.8997 -3.0153 0.00
H 1.4406 -1.5862 -2.1563 0.00
N -0.9231 -0.3403 -2.3403 -0.01
C -0.9664 0.1523 -3.3920 0.01
N -0.9985 0.6333 -4.5784 0.00
C 0.2081 1.0606 -5.2783 0.00
C 0.2572 0.3414 -6.6363 0.00
O -0.9239 0.5744 -7.3559 0.00
C -2.0573 0.0773 -6.6942 0.00
C -2.2370 0.7739 -5.3354 0.00
H 1.0872 0.8302 -4.6731 0.00
H 0.1451 2.1431 -5.4429 0.00
H 0.4179 -0.7379 -6.4814 0.00
H 1.0670 0.7449 -7.2447 0.00
H -1.9824 -1.0126 -6.5498 0.00
H -2.9053 0.2996 -7.3419 0.00
H -3.0640 0.3386 -4.7710 0.00
H -2.4207 1.8431 -5.4971 0.00
C 2.6845 3.0365 5.4288 0.00
C 1.7513 3.0708 4.2648 0.00
C 2.2243 3.0945 2.9566 0.00
C 1.3449 3.1318 1.8899 0.00
C -0.0188 3.1729 2.1204 0.00
C -0.5127 3.1587 3.4168 0.00
C 0.3729 3.0973 4.4769 0.00
S -1.1692 3.1279 0.7213 0.00
C -0.9554 4.8405 0.1127 0.01
O -0.4306 2.2793 -0.2884 0.05
H 3.7203 2.9721 5.1065 0.00
H 2.4596 2.1903 6.0766 0.00
H 2.5615 3.9417 6.0225 0.00
H 3.2879 3.0934 2.7703 0.00
H 1.7090 3.1454 0.8743 0.00
H -1.5772 3.2121 3.5928 0.00
H -0.0023 3.0862 5.4890 0.00
H 0.0938 5.0872 -0.0026 0.00
H -1.4161 5.4947 0.8448 0.00
H -1.4816 4.9233 -0.8333 0.00
Cl -3.2785 -2.4246 2.7443 0.02
C -3.9532 -2.5302 1.1671 0.09
C -5.3187 -2.6516 1.0269 -0.01
C -5.8825 -2.6927 -0.2425 0.13
C -5.0723 -2.5845 -1.3752 0.00
C -3.7132 -2.5016 -1.2459 0.06
C -3.0835 -2.5156 0.0326 0.06
C -1.6962 -2.5665 0.1379 0.13
H -5.9561 -2.7307 1.8945 0.00
H -6.9482 -2.8056 -0.3529 0.00
H -5.5262 -2.5977 -2.3535 0.00
H -3.0774 -2.4518 -2.1173 0.00
H -1.1443 -2.8462 -0.7458 -0.01
H -1.2569 -2.8188 1.0888 -0.02
B -5.3434 0.8499 0.3950 0.00
C -3.8397 0.6609 0.4317 0.00
N -2.6801 0.5817 0.4862 -0.02
H -5.7621 0.4731 -0.6511 0.00
H -5.5468 1.9777 0.7433 0.00
H -5.8956 0.2374 1.2627 0.00
```

Properties
Relative energy (zero: lowest compared OMol25 entry of this formula, charge and spin) = 0.0 kcal per mole
Gap between HOMO and LUMO (alpha / beta) = 6.490 / 5.514 eV
Largest force on an atom = 2.993 eV/Å
Lowest unoccupied orbital energy (alpha / beta) = -7.016 / -8.056 eV
⟨S²⟩ = 0.817
Multiplicity = 2
Net charge = +2
E_HOMO (alpha / beta) = -13.506 / -13.570 eV



2.
ORCA calculation (the ωB97M-V functional and the def2-TZVPD basis) on C39H43BN7O3P2PdS2 as an isolated structure.

Structure (XYZ):
```
98
Properties=species:S:1:pos:R:3:mulliken_spin:R:1
Pd -0.4490 -1.4459 0.5758 1.49
B -2.2580 -3.5720 -1.2985 -0.01
N -2.1241 -4.0526 0.1887 0.00
C -2.7513 -5.0809 0.7801 0.00
C -2.3724 -5.1289 2.1125 0.01
C -1.4758 -4.0668 2.2519 -0.01
N -1.3362 -3.4304 1.0912 0.13
N -0.8056 -3.3953 -1.8457 -0.02
C -0.2360 -3.9194 -2.9400 0.00
C 1.0663 -3.4491 -3.0348 0.01
C 1.2108 -2.6264 -1.9184 -0.02
N 0.0753 -2.5914 -1.2242 0.16
H -2.8436 -4.4044 -1.9472 0.00
H -2.7921 -2.4937 -1.3298 0.00
H -3.4237 -5.7136 0.2162 0.00
H -2.6875 -5.8431 2.8570 0.00
H -0.9121 -3.7544 3.1193 0.00
H -0.7918 -4.5915 -3.5787 0.00
H 1.8071 -3.6685 -3.7907 0.00
H 2.0811 -2.1029 -1.5653 -0.02
C 0.5852 -0.0176 4.6472 0.00
S 0.1720 0.8957 3.2098 -0.02
O 1.5540 0.8258 2.4703 0.03
O -0.1836 2.2479 3.5081 0.02
O -0.8052 0.1254 2.4584 0.02
H 1.2369 0.5788 5.2868 0.00
H 1.0747 -0.9340 4.3046 0.00
H -0.3600 -0.2472 5.1427 0.00
N -2.6998 -0.9625 0.5879 0.04
C -3.2859 -0.8540 1.5843 0.03
N -3.9628 -0.7229 2.7007 0.01
C -4.0630 -1.8600 3.6472 0.00
C -4.8919 -1.4213 4.8423 0.00
C -4.2299 -0.2280 5.5426 0.00
C -3.8682 0.9045 4.5432 0.00
C -4.4040 0.6161 3.1477 0.00
H -3.0618 -2.1484 3.9770 0.00
H -4.5077 -2.7128 3.1396 0.00
H -4.9899 -2.2580 5.5314 0.00
H -5.8983 -1.1588 4.5099 0.00
H -3.3236 -0.5842 6.0399 0.00
H -4.8920 0.1486 6.3216 0.00
H -2.7872 1.0316 4.4743 0.00
H -4.2760 1.8613 4.8750 0.00
H -4.0389 1.3499 2.4342 0.00
H -5.4923 0.6543 3.1338 0.00
S 3.8121 -0.9842 0.5361 0.39
C 2.4379 -1.6144 1.1899 0.02
N 1.4406 -2.0381 1.5956 0.11
C 1.1774 0.7894 -2.0921 0.13
P 0.2880 0.7376 -0.4487 -0.06
C -1.3458 1.4032 -0.9048 0.01
C -1.9380 0.9533 -2.0819 0.01
C -3.2352 1.3265 -2.4026 0.00
C -3.9552 2.1434 -1.5437 0.00
C -3.3770 2.5768 -0.3571 0.00
C -2.0828 2.2024 -0.0295 0.01
C 1.0336 2.1643 0.4510 0.34
C 2.0159 1.9180 1.5742 -0.06
C 2.4130 3.1299 2.3488 0.27
C 2.0542 4.3704 1.9615 -0.05
C 1.2104 4.5602 0.8407 0.41
C 0.7067 3.4526 0.1324 -0.04
P 3.0187 0.5573 -1.9448 0.36
C 3.7686 2.1155 -2.5064 0.08
C 3.1659 3.3588 -2.3015 0.00
C 3.7733 4.5141 -2.7708 -0.02
C 4.9987 4.4440 -3.4208 0.05
C 5.6266 3.2145 -3.5886 -0.02
C 5.0258 2.0574 -3.1217 0.03
C 3.4236 -0.5299 -3.3615 0.00
C 4.2837 -1.6185 -3.2336 0.00
C 4.6138 -2.3837 -4.3488 0.00
C 4.0858 -2.0630 -5.5905 0.00
C 3.2301 -0.9744 -5.7220 0.00
C 2.9020 -0.2077 -4.6162 0.02
H 0.9296 1.7341 -2.5684 0.00
H 0.8409 -0.0452 -2.7074 0.01
H -1.3993 0.2840 -2.7466 0.00
H -3.6863 0.9720 -3.3225 0.00
H -4.9711 2.4298 -1.7896 0.00
H -3.9375 3.2151 0.3175 0.00
H -1.6523 2.5200 0.9108 0.00
H 2.9157 1.4562 1.1770 0.09
H 3.0349 2.9596 3.2240 0.00
H 2.3849 5.2313 2.5293 0.00
H 0.9084 5.5605 0.5552 0.01
H 0.0052 3.6284 -0.6755 -0.01
H 2.2220 3.4333 -1.7789 0.03
H 3.2874 5.4724 -2.6277 0.00
H 5.4690 5.3480 -3.7894 0.00
H 6.5865 3.1565 -4.0863 0.00
H 5.5249 1.1041 -3.2507 0.00
H 4.6946 -1.8761 -2.2699 0.01
H 5.2855 -3.2271 -4.2422 0.00
H 4.3371 -2.6630 -6.4567 0.00
H 2.8209 -0.7176 -6.6924 0.00
H 2.2443 0.6487 -4.7321 0.00
```

Properties
Relative energy (zero: lowest compared OMol25 entry of this formula, charge and spin) = 0.0 kcal per mole
Gap between HOMO and LUMO (alpha / beta) = 8.420 / 5.371 eV
Largest force on an atom = 0.809 eV/Å
Lowest unoccupied orbital energy (alpha / beta) = -1.844 / -5.350 eV
⟨S²⟩ = 6.053
Multiplicity = 5
Net charge = +1
E_HOMO (alpha / beta) = -10.264 / -10.721 eV



3.
ORCA calculation (the ωB97M-V functional and the def2-TZVPD basis) on C39H43BrN6O3PtS as an isolated structure.

Structure (XYZ):
```
94
Properties=species:S:1:pos:R:3:mulliken_charge:R:1
Pt 0.9458 2.2626 0.1106 0.84
Br -3.6014 5.8449 -6.3176 -0.18
C -1.7374 6.0385 -6.0570 0.17
C -1.2507 6.3014 -4.7839 -0.68
C 0.1141 6.4060 -4.5773 -0.06
C 0.9994 6.2532 -5.6504 -0.19
C 0.4835 6.0532 -6.9314 0.04
C -0.8797 5.9272 -7.1401 -0.50
N 2.4246 6.3991 -5.6150 -0.45
N 3.1336 6.3274 -4.5726 -0.51
C 2.7906 5.6233 -3.3960 0.16
C 3.3092 6.1658 -2.2242 -0.22
C 2.9896 5.6987 -0.9498 -0.99
C 2.1647 4.5853 -0.8196 1.29
O 1.7490 4.0906 0.3152 -0.81
C 1.7538 3.9310 -2.0230 0.23
N 1.0430 2.7840 -1.8146 -0.66
C 0.5712 2.1016 -2.8324 0.03
C 0.8591 2.4839 -4.1503 -0.90
C 1.6040 3.6072 -4.3879 -0.56
C 2.0387 4.4131 -3.3107 0.24
H -1.9361 6.4206 -3.9549 0.43
H 0.4768 6.6353 -3.5849 0.43
H 1.1793 5.9915 -7.7608 0.46
H -1.2725 5.7612 -8.1346 0.42
H 3.9487 7.0358 -2.3352 0.43
H 3.3684 6.1873 -0.0618 0.44
H -0.0067 1.2205 -2.5925 0.45
H 0.4954 1.8743 -4.9667 0.43
H 1.8668 3.8712 -5.4030 0.67
C -2.9359 -1.7026 4.5221 -0.37
C -2.6405 -0.3471 5.1644 -0.55
C -2.8902 0.8775 4.2751 -0.99
C -1.8368 1.1118 3.1938 -0.53
N -2.0172 0.2496 2.0299 0.85
C -2.2324 0.6671 0.7673 0.09
S -2.1936 2.2824 0.2958 -0.32
N -2.4465 -0.3036 -0.1442 0.08
C -2.6045 -1.7185 0.1369 -0.33
C -3.9885 -2.0966 0.6623 -0.10
C -4.1954 -3.6068 0.7432 -0.68
C -3.2529 -4.2973 1.7273 -0.62
H -2.8909 -2.5048 5.2614 0.43
H -2.2085 -1.9655 3.7473 -0.30
H -3.9326 -1.7203 4.0725 0.30
H -1.5972 -0.3329 5.4971 0.16
H -3.2494 -0.2479 6.0663 0.40
H -2.9048 1.7635 4.9152 0.38
H -3.8756 0.8182 3.8017 0.32
H -0.8388 0.9484 3.6110 -0.10
H -1.8717 2.1274 2.8208 0.67
H -1.9869 -0.7422 2.1960 -0.60
H -2.6708 0.0443 -1.0566 0.31
H -1.8122 -2.0363 0.8218 -0.43
H -2.4128 -2.2521 -0.7954 0.49
H -4.7329 -1.6472 0.0004 0.34
H -4.1441 -1.6525 1.6514 -0.02
H -4.0775 -4.0406 -0.2561 0.35
H -5.2274 -3.8026 1.0409 0.34
H -2.2100 -4.2624 1.4007 0.04
H -3.5155 -5.3498 1.8523 0.43
H -3.3069 -3.8233 2.7130 0.07
C 4.3391 -6.2007 0.1581 -1.57
C 3.0073 -5.5556 -0.1252 1.15
C 2.0997 -6.1926 -0.9633 -0.83
C 0.8801 -5.6089 -1.2690 -0.91
C 0.5454 -4.3962 -0.6971 -0.71
C 1.4292 -3.7540 0.1663 -0.46
N 1.0222 -2.5057 0.7184 0.76
C 1.0736 -2.1971 2.0570 0.72
C 1.1119 -3.2211 3.0206 -0.97
C 1.1710 -2.9286 4.3663 -0.71
C 1.1965 -1.6090 4.8185 -0.83
C 1.1428 -0.5944 3.8877 -0.80
C 1.0619 -0.8619 2.5153 0.09
C 0.9705 0.2865 1.6011 1.35
O 1.0461 1.4854 2.0259 -0.81
O 0.7626 0.1464 0.3437 -1.12
C 2.6898 -4.3075 0.4335 1.02
C 3.7105 -3.5817 1.2681 -1.68
H 4.3794 -7.2029 -0.2675 0.38
H 4.5290 -6.2787 1.2313 0.31
H 5.1628 -5.6232 -0.2709 0.35
H 2.3604 -7.1548 -1.3895 0.35
H 0.1849 -6.1082 -1.9335 0.41
H -0.4108 -3.9308 -0.9020 0.44
H 0.9482 -1.7153 0.0944 0.20
H 1.0954 -4.2529 2.6861 0.61
H 1.2032 -3.7446 5.0795 0.43
H 1.2543 -1.3863 5.8765 0.45
H 1.1606 0.4419 4.1962 0.57
H 3.5041 -2.5148 1.3139 0.29
H 4.7085 -3.7121 0.8506 0.58
H 3.7362 -3.9532 2.2965 0.34
```

Properties
Relative energy (zero: lowest compared OMol25 entry of this formula, charge and spin) = 0.0 kcal per mole
Gap between HOMO and LUMO = 6.669 eV
Largest force on an atom = 1.515 eV/Å
Lowest unoccupied orbital energy = -0.594 eV
Multiplicity = 1
E_HOMO = -7.263 eV



relative energy (zero: lowest compared OMol25 entry of this formula, charge and spin) of number 1 (C39H43BClIrN4O2PS)? 0.0 kcal per mole



The lowest multiplicity belongs to which entry? C39H43BrN6O3PtS



Among the records above, which one has the highest largest force on an atom? C39H43BClIrN4O2PS